{
  "formula": "C58H42CaI4N5O7P2S",
  "method": "ωB97M-V/def2-TZVPD",
  "e_tot_ev": -162875.42212,
  "lumo_energy_ev": 1.26,
  "gap_ev": 5.2253,
  "total_charge": -1,
  "de_lowest_kj_mol": 126.4,
  "species": ["Ca", "I", "C", "C", "C", "C", "C", "C", "C", "C", "C", "C", "C", "C", "C", "C", "C", "C", "I", "C", "C", "C", "N", "C", "C", "C", "C", "C", "C", "I", "C", "C", "C", "C", "C", "C", "N", "C", "C", "C", "C", "C", "N", "C", "C", "C", "C", "I", "C", "C", "C", "C", "N", "H", "H", "H", "H", "H", "H", "H", "H", "H", "H", "H", "H", "H", "H", "H", "H", "H", "H", "H", "H", "H", "H", "H", "H", "C", "C", "O", "P", "O", "O", "O", "P", "O", "O", "O", "H", "H", "H", "H", "H", "H", "H", "N", "S", "C", "C", "C", "C", "C", "C", "C", "C", "C", "C", "C", "C", "H", "H", "H", "H", "H", "H", "H", "H", "H", "H", "H"],
  "coordinates": [[-0.3120, 0.8316, 0.0813], [5.4658, 5.5626, 4.9179], [4.6174, 4.0685, 3.7303], [3.8966, 3.0387, 4.3159], [3.3248, 2.0536, 3.5161], [3.4764, 2.0297, 2.1138], [4.1493, 3.1377, 1.5657], [4.7241, 4.1293, 2.3497], [2.7888, 1.0292, 1.2663], [2.0692, -0.0459, 1.8292], [2.4254, -0.8372, 3.0263], [1.5854, -1.8832, 3.0748], [0.6323, -1.7169, 1.9567], [-0.5640, -2.4116, 1.8266], [-0.6682, -3.7842, 2.3996], [-1.8808, -4.4130, 2.7210], [-1.9331, -5.7094, 3.2143], [-0.7620, -6.4291, 3.3810], [-0.8335, -8.3795, 4.1263], [0.4518, -5.8738, 3.0156], [0.4853, -4.5786, 2.5149], [-1.7207, -1.7905, 1.1636], [-1.6416, -1.1348, 0.0160], [-2.9125, -0.6566, -0.2775], [-3.2194, -0.1432, -1.5304], [-4.6454, 0.0347, -1.9252], [-5.6239, -0.8968, -1.5697], [-6.9614, -0.7123, -1.9017], [-7.3329, 0.4142, -2.6184], [-9.3405, 0.7128, -3.1129], [-6.3838, 1.3423, -3.0184], [-5.0539, 1.1424, -2.6711], [-2.1940, 0.1715, -2.5046], [-2.3426, 0.2718, -3.9242], [-1.0951, 0.5617, -4.4225], [-0.2072, 0.6420, -3.2945], [-0.9044, 0.3944, -2.1553], [1.2029, 0.9697, -3.3460], [2.0620, 1.0995, -2.2697], [3.4827, 1.4138, -2.3231], [3.9116, 1.4899, -1.0401], [2.7657, 1.1805, -0.1853], [1.7000, 0.9289, -0.9413], [1.7898, 1.2014, -4.7078], [1.7693, 0.1888, -5.6665], [2.3011, 0.3810, -6.9365], [2.8706, 1.6053, -7.2502], [3.6606, 1.9179, -9.1604], [2.9251, 2.6262, -6.3142], [2.3841, 2.4146, -5.0497], [-3.7927, -0.9406, 0.8442], [-3.0687, -1.6755, 1.7205], [1.0053, -0.6242, 1.2268], [3.7576, 3.0048, 5.3908], [2.7035, 1.3188, 4.0046], [4.1950, 3.2577, 0.4942], [5.2351, 4.9583, 1.8758], [3.2750, -0.6774, 3.6729], [1.5516, -2.6497, 3.8363], [-2.8136, -3.8933, 2.5822], [-2.8894, -6.1529, 3.4602], [1.3669, -6.4459, 3.0957], [1.4326, -4.1858, 2.1689], [-5.3286, -1.7991, -1.0493], [-7.6996, -1.4472, -1.6094], [-6.6722, 2.2164, -3.5887], [-4.3142, 1.8744, -2.9717], [-3.2466, 0.0952, -4.4910], [-0.8277, 0.7071, -5.4602], [4.0805, 1.5195, -3.2179], [4.9296, 1.6324, -0.7054], [1.3322, -0.7695, -5.4077], [2.2753, -0.4188, -7.6662], [3.3859, 3.5745, -6.5620], [2.4260, 3.2020, -4.3083], [-4.7951, -0.5652, 0.9890], [-3.3776, -1.9687, 2.7139], [-1.9777, 4.2186, 3.9828], [-1.1920, 3.1643, 3.2240], [-0.3029, 2.4394, 4.1020], [-0.0209, 3.8753, 2.0066], [-0.6821, 5.0882, 1.2081], [1.0805, 4.6651, 2.8454], [0.5620, 2.8625, 1.0831], [-2.2876, 1.9365, 2.3163], [-2.4893, 2.7191, 0.8883], [-3.5877, 1.7317, 2.9815], [-1.2812, 0.8290, 2.0774], [-1.3221, 4.9812, 4.4102], [-2.5285, 3.7269, 4.7823], [-2.7163, 4.6905, 3.3255], [-0.2836, 1.5274, 3.7635], [-1.3052, 5.6166, 1.7280], [1.6436, 4.0479, 3.3594], [-1.6423, 2.6102, 0.4026], [-0.7596, 3.2298, -1.3488], [-2.0478, 3.4752, -2.2267], [-3.0978, 4.7152, -1.4473], [-4.3278, 4.3103, -0.9499], [-5.1239, 5.2250, -0.2666], [-4.6779, 6.5271, -0.0788], [-3.4354, 6.9214, -0.5739], [-2.6429, 6.0148, -1.2599], [-1.6525, 4.4409, -3.6859], [-0.3400, 4.7960, -3.9035], [-0.0105, 5.5093, -5.0545], [-0.9940, 5.8346, -5.9783], [-2.3162, 5.4544, -5.7524], [-2.6500, 4.7568, -4.6017], [-0.3661, 4.1071, -0.9993], [-4.6532, 3.2802, -1.0726], [-6.0851, 4.9121, 0.1261], [-5.2943, 7.2374, 0.4593], [-3.0875, 7.9381, -0.4286], [-1.6769, 6.3192, -1.6510], [0.4079, 4.5026, -3.1725], [1.0180, 5.8034, -5.2319], [-0.7335, 6.3805, -6.8795], [-3.0841, 5.7027, -6.4766], [-3.6808, 4.4681, -4.4111]],
  "lowdin_charge": [1.339, 0.812, -0.766, -0.168, -0.049, -0.148, -0.027, -0.156, -0.079, -0.236, -0.012, -0.009, -0.229, -0.032, -0.140, -0.019, -0.157, -0.756, 0.812, -0.155, -0.044, -0.231, 0.030, -0.256, -0.028, -0.148, -0.021, -0.144, -0.744, 0.828, -0.148, -0.049, -0.289, -0.048, -0.035, -0.250, 0.002, -0.038, -0.225, -0.010, -0.028, -0.242, 0.006, -0.183, -0.028, -0.148, -0.746, 0.821, -0.151, -0.039, -0.026, -0.025, -0.004, 0.095, 0.094, 0.094, 0.091, 0.104, 0.107, 0.084, 0.090, 0.090, 0.111, 0.118, 0.092, 0.092, 0.082, 0.101, 0.097, 0.104, 0.104, 0.127, 0.091, 0.089, 0.114, 0.115, 0.109, -0.072, -0.562, -0.068, 0.515, -0.108, -0.102, -0.323, 0.349, -0.189, -0.282, -0.417, 0.081, 0.087, 0.083, 0.077, 0.087, 0.072, -0.038, -0.318, 1.044, -0.375, -0.078, -0.063, -0.083, -0.082, -0.083, -0.388, -0.085, -0.075, -0.086, -0.079, -0.076, 0.008, 0.098, 0.109, 0.100, 0.103, 0.118, 0.101, 0.103, 0.101, 0.103, 0.113]
}


{
  "formula": "C3H7NO2S",
  "method": "ωB97M-V/def2-TZVPD",
  "e_tot_ev": -19643.38597,
  "lumo_energy_ev": 0.58,
  "gap_ev": 10.2749,
  "smiles": "CCOC(=O)NS",
  "de_lowest_kj_mol": 214.0,
  "species": ["C", "C", "C", "H", "H", "H", "H", "H", "H", "H", "N", "O", "O", "S"],
  "coordinates": [[-1.8368, 0.6095, 0.4714], [-1.4066, -0.4884, -0.4787], [0.8362, -0.2259, -0.4714], [-2.8549, 0.8274, 0.4507], [-1.4739, 1.7635, 0.1637], [-1.6083, 0.3403, 1.5482], [-1.4710, -0.2731, -1.5917], [-2.1570, -1.2389, -0.2644], [2.2386, -1.5743, 0.3291], [3.3875, 0.8047, 0.9865], [2.1055, -0.5859, 0.1181], [-0.1651, -0.9901, -0.2378], [0.7011, 0.9232, -0.9023], [3.7046, 0.1081, -0.1215]],
  "lowdin_charge": [-0.084, -0.270, -0.609, 0.029, 0.144, 0.103, 0.154, 0.118, 0.065, -0.126, -0.342, 0.031, 0.038, 0.747]
}


{
  "formula": "C4H6N2O2",
  "method": "ωB97M-V/def2-TZVPD",
  "e_tot_ev": -11317.11727,
  "lumo_energy_ev": 0.67,
  "gap_ev": 9.3594,
  "de_lowest_kj_mol": 378.7,
  "species": ["C", "N", "C", "C", "C", "O", "O", "N", "H", "H", "H", "H", "H", "H"],
  "coordinates": [[-0.7996, 2.1512, -0.3669], [1.4329, -1.3394, -0.8764], [0.7494, -0.2982, -1.2576], [0.1950, -1.2043, 0.8609], [-0.2418, -0.1118, -0.1100], [-0.3305, 1.1447, 0.4970], [-0.3894, -1.3911, 2.0253], [1.1463, -1.9137, 0.3781], [0.0562, -2.0997, 2.5068], [2.1795, -1.7798, -1.3956], [-1.2307, -0.4155, -0.5243], [-0.1288, 2.2780, -1.2226], [-1.8073, 1.9160, -0.7431], [-0.8310, 3.0637, 0.2283]],
  "lowdin_charge": [-0.105, -0.041, 0.016, -0.363, -0.308, -0.137, 0.132, 0.115, 0.129, 0.129, 0.167, 0.081, 0.093, 0.091]
}


{
  "formula": "C17H21N5O2S",
  "method": "ωB97M-V/def2-TZVPD",
  "e_tot_ev": -40350.86115,
  "lumo_energy_ev": 0.55,
  "gap_ev": 9.2634,
  "smiles": "Cc1cccc(C(=O)N[C@H](C)/C=C/C(=O)N[C@H](C)c2nncs2)c1N",
  "de_lowest_kj_mol": 162.8,
  "species": ["C", "C", "C", "C", "C", "C", "C", "O", "N", "C", "C", "C", "C", "C", "O", "N", "C", "C", "C", "N", "N", "C", "S", "C", "N", "H", "H", "H", "H", "H", "H", "H", "H", "H", "H", "H", "H", "H", "H", "H", "H", "H", "H", "H", "H", "H"],
  "coordinates": [[-1.1553, 5.7007, 0.9131], [-2.2113, 4.6319, 0.9753], [-3.5571, 4.9700, 1.0698], [-4.5485, 4.0011, 1.1025], [-4.1957, 2.6624, 1.0581], [-2.8562, 2.3074, 0.9967], [-2.4584, 0.8555, 1.0266], [-2.1696, 0.2776, 2.0538], [-2.4697, 0.2536, -0.1980], [-1.9483, -1.0924, -0.4467], [-2.6976, -2.1606, 0.3480], [-0.4702, -1.1318, -0.1748], [0.4223, -1.5827, -1.0453], [1.8717, -1.6141, -0.7115], [2.3420, -1.1206, 0.2993], [2.6646, -2.2205, -1.6477], [4.0689, -2.4730, -1.3588], [4.8393, -2.6917, -2.6504], [4.2019, -3.6552, -0.4270], [4.2965, -4.8744, -0.8548], [4.3542, -5.7910, 0.1526], [4.3033, -5.2306, 1.3185], [4.1641, -3.5250, 1.2862], [-1.8594, 3.2789, 0.9426], [-0.5096, 2.8374, 0.8409], [-0.4924, 5.6636, 1.7813], [-0.5335, 5.5952, 0.0212], [-1.6097, 6.6897, 0.8895], [-3.8310, 6.0179, 1.1028], [-5.5889, 4.2909, 1.1673], [-4.9512, 1.8872, 1.0968], [-2.6236, 0.8518, -0.9920], [-2.1099, -1.2789, -1.5105], [-2.3537, -3.1502, 0.0469], [-2.5292, -2.0352, 1.4144], [-3.7677, -2.0866, 0.1508], [-0.1351, -0.7730, 0.7939], [0.1169, -1.9502, -2.0216], [2.2246, -2.8189, -2.3297], [4.4363, -1.5852, -0.8460], [5.8957, -2.8484, -2.4385], [4.4741, -3.5757, -3.1724], [4.7331, -1.8197, -3.2947], [4.3363, -5.7992, 2.2351], [-0.2604, 2.5673, -0.1029], [0.1474, 3.5442, 1.1391]],
  "lowdin_charge": [-0.051, -0.218, -0.049, -0.081, -0.031, -0.107, -0.460, 0.089, 0.114, -0.343, -0.039, -0.022, -0.003, -0.489, 0.038, 0.093, -0.366, -0.051, -0.568, 0.007, -0.053, -0.480, 1.083, -0.222, 0.113, 0.084, 0.082, 0.075, 0.108, 0.102, 0.118, 0.144, 0.139, 0.082, 0.075, 0.084, 0.132, 0.110, 0.142, 0.138, 0.086, 0.076, 0.082, 0.068, 0.096, 0.073]
}